(1)
Below is 2 unconnected molecules or ions with the total composition H2NO3S, with properties calculated with ωB97M-V/def2-TZVPD.

Properties
Energy relative to the best compared isomer or geometry (same formula, charge and spin) in kcal per mole: 93.6
Lowest unoccupied orbital energy in eV: 4.09
Net charge: -1

The geometry in XYZ format:
```
7
Properties=species:S:1:pos:R:3:forces:R:3
N -1.0808 -0.9473 -0.6564 2.99 -0.18 -1.11
O -2.4467 -0.8817 -0.2395 -2.80 0.10 0.09
O -2.2978 -1.2822 -3.0204 0.28 -0.17 2.09
O 1.2363 0.7429 -0.6573 1.34 -2.41 1.51
S -2.0255 -1.7841 -1.6207 -0.36 0.15 -1.17
H 0.5901 -0.0073 -0.6804 -0.14 0.79 0.02
H 0.8815 1.4310 -1.1475 -1.31 1.71 -1.43
```
Forces are in eV/Å.



(2)
Below is 2 unconnected molecules or ions with the total composition H2NO3S, with properties calculated with ωB97M-V/def2-TZVPD.

Properties
Energy relative to the best compared isomer or geometry (same formula, charge and spin) in kcal per mole: 75.9
Lowest unoccupied orbital energy (spin up / spin down) in eV: 3.79 / 2.20
Net charge: -1

The geometry in XYZ format:
```
7
Properties=species:S:1:pos:R:3:forces:R:3
N 0.0240 -2.1261 1.5403 -0.85 -0.79 -0.04
O 1.1765 1.1008 -1.2736 0.39 0.04 -0.62
O -1.1643 1.0451 -2.2627 0.89 0.12 0.16
O -0.6857 2.2880 -0.1775 0.29 -0.49 -0.51
S -0.2718 1.1786 -1.0849 -1.54 0.29 1.03
H 0.9523 -2.3587 1.8645 0.55 0.28 0.07
H -0.0311 -1.1278 1.3938 0.27 0.56 -0.10
```
Forces are in eV/Å.



(3)
Below is 2 unconnected molecules or ions with the total composition H2NO4S, with properties calculated with ωB97M-V/def2-TZVPD.

Properties
Energy relative to the best compared isomer or geometry (same formula, charge and spin) in kcal per mole: 31.2
Lowest unoccupied orbital energy in eV: 2.71
Net charge: -1

The geometry in XYZ format:
```
8
Properties=species:S:1:pos:R:3:forces:R:3
N 0.1173 -2.7039 -1.2141 -1.39 -1.38 -1.72
O 1.7081 2.1572 0.1852 -0.88 -0.18 0.58
O -0.0282 1.6916 1.9787 -1.95 -1.33 0.13
O -0.1688 0.6425 -0.2656 -0.26 -0.56 -0.04
O -0.7158 -3.1093 -2.0242 1.33 0.09 0.98
S 0.2405 1.9513 0.2900 0.71 0.56 -0.66
H -0.2371 -1.7997 -0.9386 0.11 1.53 0.81
H -0.9160 1.1702 1.9885 2.34 1.27 -0.08
```
Forces are in eV/Å.



(4)
Below is a single H2NP molecule, with properties calculated with ωB97M-V/def2-TZVPD.

Properties
SMILES string: [H]/N=P/[H]
Energy relative to the best compared isomer or geometry (same formula, charge and spin) in kcal per mole: 78.9
Lowest unoccupied orbital energy (spin up / spin down) in eV: -2.08 / -2.08

The geometry in XYZ format:
```
4
Properties=species:S:1:pos:R:3:forces:R:3
H -1.2847 -1.1859 0.1725 0.74 0.50 -0.14
N -1.0018 -0.1991 -0.0444 6.15 -0.15 0.26
P 1.1730 -0.2173 0.0204 -6.60 0.71 -0.29
H 1.2582 1.2304 -0.2601 -0.28 -1.07 0.17
```
Forces are in eV/Å.



(5)
Below is 2 unconnected molecules or ions with the total composition H2O2P, with properties calculated with ωB97M-V/def2-TZVPD.

Properties
Energy relative to the best compared isomer or geometry (same formula, charge and spin) in kcal per mole: 89.8
Lowest unoccupied orbital energy (spin up / spin down) in eV: 2.37 / 2.37
Net charge: -1

The geometry in XYZ format:
```
5
Properties=species:S:1:pos:R:3:forces:R:3
O 1.1985 -1.6811 1.4190 0.26 -0.03 0.03
O -1.8384 1.5837 -0.6088 0.27 -0.22 0.05
P 1.4147 -0.8427 0.2106 -0.78 0.07 -0.05
H -0.9190 1.8668 -0.5236 -0.02 0.13 -0.03
H 0.1441 -0.9267 -0.4972 0.27 0.05 0.00
```
Forces are in eV/Å.



(6)
Below is a molecular structure, H2O6PS2, with properties calculated with ωB97M-V/def2-TZVPD.

Properties
Lowest unoccupied orbital energy in eV: 3.03
Net charge: -1

The geometry in XYZ format:
```
11
Properties=species:S:1:pos:R:3:forces:R:3
O 1.9854 0.1501 1.5087 -1.79 -0.23 -1.30
S 1.8199 0.1901 0.0541 6.58 -2.12 -0.52
O 2.7737 1.1689 -0.4970 -2.10 -0.26 -0.20
O 2.0412 -1.1630 -0.6366 -2.21 3.19 1.59
O 0.3061 0.8161 -0.3794 -1.81 -1.99 0.24
P -0.9932 -0.0740 0.1495 -0.99 0.21 1.24
O -2.3302 0.7285 -0.4719 2.11 -0.49 -0.08
O -1.0481 -1.5928 -0.4566 -0.01 2.15 -0.68
S -1.2283 -0.1432 2.0667 0.20 0.00 -0.43
H -2.3632 1.5265 0.0923 -0.20 -0.40 -0.28
H -0.9634 -1.6072 -1.4298 0.23 -0.07 0.41
```
Forces are in eV/Å.



Q: Number 5 is which compound?
A: H2O2P